# C23H66N8O11

A cluster of 9 separate species, C23H66N8O11 in total (the ωB97M-V functional and the def2-TZVPD basis, OMol25).

Summary:
LUMO: 0.11 eV
E: -59361.9247 eV
SMILES: COCCNCCOC.COCCNCCOC.NC(N)=O.NC(N)=O.NC(N)=O.CCO.CCO.CCO.CCO
HOMO energy: -8.60 eV

Structure (ORCA input):
```
! wB97M-V def2-TZVPD RIJCOSX def2/J DEFGRID3
* xyz 0 1
O -8.76 -1.62 -0.16
O -3.02 -1.89 1.07
O 5.86 -0.87 -1.68
O 2.48 -0.44 -0.21
O -1.18 4.55 1.03
O 2.26 -1.19 -4.70
O 0.88 -0.11 3.73
O 7.39 3.55 -2.40
O 0.37 3.51 -4.21
O -4.10 -4.47 5.61
O 5.16 4.07 1.11
N 5.58 2.18 -2.68
N -5.75 -1.29 1.86
N 7.63 1.29 -2.18
N 6.25 -3.09 -1.77
N -2.14 -1.93 4.93
N 7.62 -1.74 -0.49
N -0.03 3.22 2.47
N 0.31 3.06 0.21
C 4.22 3.80 0.07
C -2.68 -2.40 -0.20
C 1.62 5.52 -4.20
C -4.29 -3.13 5.14
C 6.90 2.41 -2.43
C 6.55 -1.83 -1.33
C -4.09 -4.61 6.99
C -7.20 -1.24 1.64
C 1.25 -0.94 2.65
C -9.04 -2.31 -1.37
C 0.98 -1.29 -5.34
C 0.97 -2.45 -6.32
C -0.04 -0.74 4.61
C -3.18 -2.68 4.20
C 4.04 5.05 -0.80
C -5.05 -0.52 0.84
C -7.62 -2.17 0.49
C -0.31 3.71 1.24
C 1.59 -0.28 -1.31
C 1.28 4.26 -3.41
C -1.39 -1.15 3.99
C 2.03 0.94 -2.10
C -3.51 -0.59 1.02
H 0.09 3.32 -0.73
H -1.81 -1.89 -0.62
H -5.26 0.55 0.84
H 5.03 3.00 -2.88
H 3.26 -0.86 -0.60
H -7.89 -3.16 0.88
H 4.75 4.04 1.98
H 4.36 2.81 -0.38
H 5.30 1.22 -2.63
H -5.01 -4.31 7.51
H 2.79 -0.60 -5.24
H -2.65 -3.49 -0.17
H 8.62 1.44 -2.15
H -3.64 -2.14 3.37
H 5.43 -3.21 -2.33
H -9.88 -1.78 -1.82
H 6.90 -3.83 -1.61
H 0.27 -1.42 -4.52
H 0.96 4.64 -2.43
H 0.71 -0.32 -5.78
H 0.06 -2.41 -6.92
H 1.16 -3.40 -5.82
H 7.14 0.41 -2.09
H -3.88 -5.64 7.28
H 0.84 2.77 2.71
H -1.14 -1.67 3.05
H 2.15 3.65 -3.18
H 0.78 6.15 -4.49
H -5.27 -3.06 4.66
H -4.34 -2.47 6.01
H -1.95 -0.26 3.69
H -0.25 -0.16 5.50
H 3.70 5.96 -0.32
H 3.25 3.53 0.53
H -0.52 3.56 3.28
H 2.23 6.21 -3.60
H 7.83 -0.82 -0.14
H -0.41 4.08 -4.26
H -3.03 0.06 0.28
H 1.78 -2.28 -7.03
H -1.75 -2.64 5.53
H 2.34 5.47 -5.02
H 1.25 -1.98 2.99
H 0.83 2.25 0.48
H -6.82 -2.37 -0.22
H -5.39 -2.23 1.85
H 2.20 -0.66 2.21
H 0.58 -0.04 -0.96
H -9.26 -3.36 -1.14
H 1.90 1.78 -1.41
H 1.38 1.10 -2.97
H 4.92 5.29 -1.39
H -8.26 -2.22 -2.13
H -3.36 -0.03 1.94
H -7.70 -1.48 2.58
H 0.56 -1.60 4.95
H -5.26 -0.84 -0.19
H -3.46 -2.19 -0.95
H 3.20 4.69 -1.42
H 3.05 1.04 -2.45
H 8.09 -2.58 -0.22
H 1.58 -1.20 -1.91
H 0.55 -0.86 1.80
H -3.31 -4.04 7.52
H -7.42 -0.19 1.44
H -2.72 -3.48 3.61
*
```

=====

# C5H4N4O2S2

The ion C5H4N4O2S2 with charge -2 (the ωB97M-V functional and the def2-TZVPD basis, OMol25).

Summary:
LUMO (alpha / beta): 5.50 / 5.50 eV
E: -36971.5670 eV
HOMO energy (alpha / beta): 0.61 / 0.61 eV

Structure (ORCA input):
```
! wB97M-V def2-TZVPD RIJCOSX def2/J DEFGRID3
* xyz -2 1
S -1.44 2.94 -3.21
S -1.98 0.17 -0.30
O -2.07 0.34 1.14
O -2.83 -0.86 -0.84
N 0.05 1.81 -1.54
N 1.31 -0.58 0.65
N -2.22 1.44 -1.18
N -0.44 -0.42 -0.68
C -1.20 1.99 -1.87
C 2.08 -1.05 1.74
C 1.49 0.65 0.05
C 0.19 -1.23 0.19
C 0.38 0.75 -0.71
H -0.16 -2.30 0.41
H 2.49 -2.11 1.64
H 2.89 -0.20 1.90
H 1.43 -1.34 2.59
*
```

=====

# C7H11N

The molecule C7H11N (the ωB97M-V functional and the def2-TZVPD basis, OMol25).

Summary:
LUMO (alpha / beta): 0.48 / 0.45 eV
E: -8921.1653 eV
HOMO energy (alpha / beta): -7.59 / -6.73 eV

Structure (ORCA input):
```
! wB97M-V def2-TZVPD RIJCOSX def2/J DEFGRID3
* xyz 0 1
N 0.32 -1.98 1.45
C -0.30 0.83 -0.79
C -0.84 1.27 -2.11
C -0.62 1.44 0.57
C 0.25 0.53 1.61
C 0.57 1.50 -1.67
C 0.39 -0.87 1.02
C 0.44 -3.31 0.88
H -1.68 1.42 0.72
H -0.01 0.44 2.68
H -0.25 -3.89 1.27
H 0.73 2.51 -1.41
H -1.16 0.55 -2.96
H 1.19 0.98 1.69
H 1.49 -3.65 0.86
H 1.32 0.94 -2.28
H -0.27 2.49 0.58
H 0.08 -3.33 -0.13
H -1.64 2.15 -1.97
*
```

=====

# C11H10N2S

The molecule C11H10N2S (the ωB97M-V functional and the def2-TZVPD basis, OMol25).

Summary:
LUMO: 0.40 eV
E: -25381.5039 eV
SMILES: c1ccc(CSc2ccncc2)nc1
HOMO energy: -8.94 eV

Structure (ORCA input):
```
! wB97M-V def2-TZVPD RIJCOSX def2/J DEFGRID3
* xyz 0 1
S 0.41 -1.66 -1.40
N 0.40 -2.16 2.03
N -0.63 2.72 -2.77
C 0.45 0.14 1.57
C -1.58 1.82 -2.31
C -0.36 0.39 2.73
C 0.58 2.21 -2.81
C -0.11 0.12 -1.77
C -1.44 0.51 -1.90
C 0.82 -1.23 1.23
C 0.92 0.90 -2.28
C 1.49 -1.59 -0.04
C -0.98 -0.68 3.41
C -0.50 -1.94 2.91
H 1.80 -2.73 0.05
H 0.86 1.02 1.06
H -2.56 2.18 -2.38
H -0.56 1.41 2.81
H 2.49 -1.20 -0.12
H 1.96 0.54 -2.31
H -0.65 -3.02 3.42
H 1.17 3.04 -3.41
H -2.43 -0.09 -2.11
H -1.53 -0.71 4.39
*
```

=====

# C65H58CrN8O2PS

A structure of composition C65H58CrN8O2PS (the ωB97M-V functional and the def2-TZVPD basis, OMol25).

Summary:
LUMO (alpha / beta): -6.46 / -5.87 eV
E: -132898.8706 eV
HOMO energy (alpha / beta): -12.25 / -12.25 eV

Structure (ORCA input):
```
! wB97M-V def2-TZVPD RIJCOSX def2/J DEFGRID3
* xyz 2 2
Cr -0.48 -0.06 0.20
S -2.72 1.22 -0.93
P 0.66 1.65 2.91
O 2.41 -0.22 0.00
O 0.67 -0.79 -1.15
N -2.12 1.79 3.49
N -1.90 3.69 -1.34
N -1.61 0.52 1.77
N 0.56 -0.96 1.74
N 1.82 3.26 0.90
N 0.59 1.62 0.10
N -3.40 2.92 -2.88
N 1.82 -0.80 3.54
C -3.77 -0.58 1.28
C 1.05 -0.12 2.66
C 1.82 -2.11 3.17
C 4.21 -4.92 5.28
C 4.08 4.48 -0.96
C -5.34 -2.29 -0.27
C 4.79 5.38 -1.74
C -4.93 1.16 5.00
C -5.43 2.28 2.92
C -3.96 -2.28 -0.42
C 1.94 -0.90 -0.92
C -3.18 -1.45 0.36
C 2.53 -0.25 4.66
C -5.59 0.53 -5.54
C 1.96 3.28 -0.45
C 1.00 -4.68 1.91
C 0.69 -3.45 1.33
C 3.18 -3.15 -3.70
C -5.16 -0.61 1.44
C 2.42 4.18 1.83
C -0.08 -4.65 -0.62
C 1.01 -1.99 -3.57
C -4.13 2.05 -3.73
C 4.02 -2.25 -1.22
C -5.93 -1.47 0.67
C 0.00 1.44 -3.02
C 4.81 -3.10 -1.98
C 4.41 -3.56 -3.23
C 1.17 1.85 -2.37
C 0.31 -5.86 -0.06
C 2.10 4.98 -2.23
C 0.10 -3.47 0.06
C 1.01 -2.21 2.04
C -5.10 2.65 -4.54
C 3.72 -3.70 3.27
C 1.20 2.24 -0.96
C 2.81 5.87 -3.00
C -4.61 -0.06 -4.75
C -6.65 2.67 3.43
C 1.00 2.23 1.21
C 1.12 1.43 -5.14
C -4.56 1.52 3.71
C 5.31 -4.45 -4.02
C -3.88 0.69 -3.85
C -0.03 1.25 -4.39
C -2.01 2.79 4.51
C -7.02 2.31 4.72
C -3.27 1.16 3.11
C -5.83 1.89 -5.43
C 4.58 -1.81 0.09
C -6.16 1.55 5.49
C 2.33 -3.43 5.21
C 4.50 -4.60 3.96
C 4.16 6.08 -2.75
C 0.84 -5.86 1.22
C 2.72 4.28 -1.20
C 2.31 1.76 -4.50
C -2.66 2.68 -1.80
C 2.33 1.97 -3.13
C 2.63 -3.10 3.90
C 3.11 -4.34 5.89
C 2.34 -2.32 -2.97
C -1.13 1.38 2.66
C -2.94 0.35 2.04
C 2.77 -1.83 -1.72
H -7.97 2.61 5.11
H 6.27 -3.97 -4.18
H 5.33 -2.52 0.44
H -4.26 0.55 5.60
H 0.20 -6.78 -0.61
H 1.77 4.32 2.70
H -3.50 -2.94 -1.14
H -0.89 1.26 -2.45
H 1.93 -0.29 5.56
H 2.84 -3.49 -4.67
H 2.58 5.13 1.33
H -2.91 3.40 4.53
H -5.94 -2.94 -0.88
H -0.52 -4.65 -1.61
H -0.96 0.97 -4.86
H 2.32 6.41 -3.79
H -1.31 3.52 -0.54
H 0.25 -2.65 -3.14
H -2.08 -1.47 0.25
H 2.79 0.79 4.45
H 4.87 -4.69 -4.99
H 4.82 -5.62 5.81
H 0.72 -0.96 -3.37
H -6.58 2.36 -6.04
H -1.88 2.33 5.49
H -7.32 3.25 2.82
H -3.12 0.22 -3.25
H 3.93 -3.47 2.24
H 3.39 3.81 2.17
H -1.78 4.55 -1.86
H 1.38 -4.72 2.92
H 4.57 3.92 -0.18
H -7.00 -1.49 0.82
H -5.13 2.54 1.92
H 5.07 -0.84 -0.03
H 2.86 -4.61 6.91
H -5.29 3.71 -4.46
H 1.04 -2.15 -4.65
H -6.15 -0.07 -6.24
H 3.44 -0.82 4.82
H -5.63 0.03 2.16
H 1.05 4.81 -2.42
H -1.15 3.42 4.30
H -0.19 -2.54 -0.42
H 3.21 1.87 -5.07
H 1.46 -2.99 5.69
H 5.84 5.52 -1.55
H 5.77 -3.41 -1.59
H -3.48 3.89 -3.17
H 5.34 -5.06 3.47
H 1.09 1.32 -6.21
H -4.41 -1.12 -4.84
H 4.72 6.77 -3.36
H -6.45 1.27 6.49
H 1.13 -6.79 1.69
H 5.49 -5.37 -3.48
H 3.81 -1.68 0.84
H 3.26 2.22 -2.65
*
```

=====

# C18H19N2O2S6Yb

A structure of composition C18H19N2O2S6Yb (the ωB97M-V functional and the def2-TZVPD basis, OMol25).

Summary:
LUMO (alpha / beta): -0.78 / -0.78 eV
E: -122593.5518 eV
HOMO energy (alpha / beta): -6.69 / -6.69 eV

Structure (ORCA input):
```
! wB97M-V def2-TZVPD RIJCOSX def2/J DEFGRID3
* xyz 0 2
Yb 1.08 0.26 -0.20
S 3.74 3.15 -3.58
S 3.63 5.96 -4.57
S 0.38 2.80 -0.86
S 3.00 -1.64 0.46
S 2.89 0.72 -2.05
S 1.67 4.85 -2.63
O 1.24 1.83 1.77
O 2.82 -0.32 1.18
N -0.51 -0.88 1.48
N 1.89 -1.92 -0.46
C 1.66 3.22 -2.00
C -0.39 -2.21 1.70
C -1.63 -2.10 -1.48
C -1.07 -2.88 2.68
C -0.63 -2.47 -2.35
C -1.37 -0.19 2.25
C -0.15 -3.89 -2.45
C 0.69 1.76 3.08
C -1.54 1.28 2.01
C -0.01 -1.47 -3.12
C -2.02 -0.76 -1.36
C 3.06 4.73 -3.63
C -0.40 -0.15 -3.02
C -0.78 2.11 3.05
C -1.93 -2.16 3.49
C -1.42 0.21 -2.14
C 2.63 2.42 -2.45
C -2.09 -0.81 3.27
H 0.89 -3.97 -2.15
H 0.27 -2.74 1.02
H 1.15 2.70 1.36
H 0.86 0.75 3.43
H -0.23 -4.26 -3.48
H -2.82 -0.49 -0.67
H 1.24 2.43 3.75
H -2.78 -0.22 3.86
H -2.11 -2.86 -0.86
H -1.19 1.56 1.02
H 0.08 0.60 -3.64
H -1.75 1.24 -2.10
H -2.49 -2.65 4.28
H 0.81 -1.73 -3.78
H -0.92 -3.95 2.80
H -1.20 1.97 4.05
H -0.90 3.17 2.80
H -2.60 1.53 2.03
H -0.75 -4.55 -1.82
*
```

=====

# C6H11N

The ion C6H11N with charge +1 (the ωB97M-V functional and the def2-TZVPD basis, OMol25).

Summary:
LUMO (alpha / beta): -5.05 / -5.70 eV
E: -7880.9763 eV
HOMO energy (alpha / beta): -12.39 / -14.80 eV

Structure (ORCA input):
```
! wB97M-V def2-TZVPD RIJCOSX def2/J DEFGRID3
* xyz 1 2
N 0.10 2.48 0.96
C -0.25 0.29 -0.10
C -0.66 -2.91 -1.40
C 0.32 -1.77 -1.40
C 0.11 1.63 -0.07
C 0.08 1.89 2.34
C 0.07 -0.40 -1.23
H 0.58 0.22 -1.97
H 0.05 2.72 3.03
H -0.17 -3.78 -1.83
H 0.99 1.33 2.52
H 0.95 3.04 0.89
H 0.38 2.05 -1.03
H -0.51 -0.24 0.79
H -1.49 -2.61 -2.03
H -0.84 1.31 2.40
H 1.35 -2.12 -1.45
H -1.04 -3.15 -0.40
*
```

=====

# C7H8O

The molecule C7H8O (the ωB97M-V functional and the def2-TZVPD basis, OMol25).

Summary:
LUMO: 0.82 eV
E: -9427.1203 eV
SMILES: C1=C[C@H]2O[C@@H]2[C@H]2C[C@@H]12
HOMO energy: -8.53 eV

Structure (ORCA input):
```
! wB97M-V def2-TZVPD RIJCOSX def2/J DEFGRID3
* xyz 0 1
O -2.28 -1.12 -0.03
C 1.04 0.21 0.61
C 0.10 1.35 -0.11
C -1.58 0.03 0.39
C -1.25 1.40 -0.25
C 0.58 -1.22 0.16
C 1.78 -0.46 -0.42
C -0.87 -1.03 -0.49
H 1.29 0.33 1.79
H 2.51 -1.35 -0.16
H -1.16 -0.77 -1.67
H 0.58 -1.94 1.06
H -1.76 2.55 -0.24
H 0.99 2.00 -0.46
H 1.79 -0.14 -1.59
H -1.73 0.16 1.42
*
```

=====

One value per record, in order, for energy relative to the best compared isomer or geometry (same formula, charge and spin): 259.2, 189.5, 633.3, 280.8, 193.1, 82.2, 126.2, 880.1 kJ/mol.